Entry from the OMol25 dataset: C22H28N4O3S in the gas phase (ωB97M-V/def2-TZVPD).

```
58
C22H28N4O3S | the OMol25 dataset | ωB97M-V/def2-TZVPD
C 0.67 3.06 -3.10
S 0.73 2.24 -1.47
C -0.08 0.71 -1.91
C 0.56 -0.17 -2.77
C -0.07 -1.35 -3.15
C -1.32 -1.64 -2.65
C -1.96 -0.78 -1.78
C -1.34 0.41 -1.39
N -1.93 1.32 -0.52
C -3.02 1.18 0.27
O -3.72 0.19 0.29
C -3.28 2.40 1.15
N -3.91 2.12 2.43
C -5.34 1.92 2.36
C -3.26 1.07 3.22
C -1.77 0.99 2.92
O -0.99 1.85 3.25
N -1.43 -0.13 2.21
C -0.23 -0.42 1.55
C -0.14 -1.61 0.85
C 0.99 -1.94 0.14
C 2.09 -1.07 0.08
N 3.20 -1.32 -0.71
C 3.26 -2.47 -1.58
C 3.83 -3.69 -0.84
O 5.12 -3.40 -0.33
C 5.08 -2.29 0.53
C 4.53 -1.04 -0.18
C 1.98 0.12 0.80
C 0.86 0.45 1.53
H 1.24 2.49 -3.82
H -0.36 3.16 -3.42
H 1.12 4.04 -2.96
H 1.54 0.07 -3.14
H 0.43 -2.02 -3.83
H -1.81 -2.56 -2.94
H -2.93 -1.01 -1.39
H -1.36 2.16 -0.40
H -3.93 3.09 0.61
H -2.33 2.92 1.35
H -5.72 1.84 3.38
H -5.62 1.01 1.81
H -5.79 2.78 1.88
H -3.39 1.33 4.27
H -3.74 0.09 3.04
H -2.17 -0.78 2.00
H -0.98 -2.30 0.86
H 1.00 -2.89 -0.39
H 2.28 -2.68 -1.99
H 3.94 -2.22 -2.40
H 3.96 -4.54 -1.52
H 3.16 -3.98 -0.02
H 6.11 -2.13 0.86
H 4.45 -2.51 1.41
H 4.51 -0.21 0.52
H 5.18 -0.79 -1.02
H 2.79 0.84 0.76
H 0.81 1.38 2.06
```

The relative energy (zero: lowest compared OMol25 entry of this formula, charge and spin) is 207.7 kJ/mol. The SMILES is CSc1ccccc1NC(=O)CN(C)CC(=O)Nc1ccc(N2CCOCC2)cc1. The lowest unoccupied orbital energy comes out at 0.529 eV. The spin multiplicity is 1. As for the net charge: 0. For the HOMO energy, the calculation gives -0.2679 hartree.